Density functional theory data (ωB97M-V/def2-TZVPD) for a structure of composition C15H23AlIN3O9P2 in a non-equilibrium geometry.

Last column: natural (NBO) charge in e.
Geometry (Å):
H: -2.759 -1.728 -0.060  0.299
H: 3.007 1.740 -2.585  0.247
C: -1.675 0.252 4.651  -0.044
O: -2.706 -2.224 2.285  -0.354
H: -1.536 1.025 -3.608  0.254
H: 4.410 -1.654 -1.822  0.264
C: 3.272 1.115 -1.724  -0.956
H: 0.427 1.905 -2.578  0.250
H: 1.269 3.254 -1.754  0.299
H: 4.340 0.867 -1.765  0.277
P: 2.325 -0.443 -1.775  0.931
H: -0.517 3.253 -1.916  0.294
H: -2.519 -2.169 -3.771  0.277
I: 0.386 -3.063 -0.430  -0.014
N: -2.837 -1.292 3.095  0.502
H: -2.547 0.244 5.298  0.311
C: -3.069 -1.295 -1.020  -0.981
P: -1.628 -0.787 -2.016  1.148
H: 1.524 1.510 4.472  0.299
C: 2.262 -0.887 -3.545  -0.945
C: 3.576 -1.596 -1.109  -0.930
N: 1.773 0.247 2.171  0.546
O: -3.921 -1.024 3.664  -0.319
Al: 0.285 -0.586 -0.201  1.189
C: -1.550 -2.130 -3.252  -0.933
H: 3.127 -2.587 -0.965  0.260
H: -3.096 0.150 -3.673  0.294
H: -0.750 -1.927 -3.974  0.256
C: 0.245 1.935 -0.434  0.433
O: 2.803 0.809 2.521  -0.214
H: -3.628 -2.041 -1.599  0.285
C: -1.690 -0.467 3.467  -0.059
H: -1.351 -3.085 -2.750  0.279
C: 0.371 2.625 -1.746  -0.718
H: 2.204 0.031 -4.145  0.258
H: 1.388 -1.517 -3.752  0.243
H: 3.062 1.659 -0.793  0.257
N: -0.508 1.714 6.241  0.491
O: -0.777 -0.808 1.350  -0.790
O: 1.754 -0.397 1.023  -0.608
O: 0.525 2.337 6.563  -0.330
C: -0.518 0.967 5.002  0.000
H: -3.694 -0.416 -0.825  0.270
H: 3.178 -1.438 -3.799  0.279
C: -0.613 -0.359 2.543  0.501
C: -0.993 1.068 -0.297  0.321
O: -1.544 1.706 6.941  -0.323
H: 3.927 -1.222 -0.139  0.271
H: -2.775 1.322 -2.348  0.264
C: -2.330 0.567 -3.007  -0.967
C: 0.609 0.271 2.971  -0.086
C: 0.626 0.970 4.186  -0.059
O: -2.058 1.434 0.143  -0.312
O: 0.914 2.163 0.589  -0.402

## Properties
net charge: +2
F_max: 5.27 eV Å⁻¹
total energy: -72076.690 eV
HOMO (spin up / spin down): -15.47 / -15.43 eV
frontier orbital gap (spin up / spin down): 5.398 / 4.598 eV
energy above the lowest of the compared OMol25 structures with the same formula, charge and spin: 49.5 kcal/mol
LUMO (spin up / spin down): -10.07 / -10.84 eV


Density functional theory data (ωB97M-V/def2-TZVPD) for a cluster of 6 separate species, C15H23BN7O3 in total.

Last column: natural (NBO) charge in e.
Geometry (Å):
H: -6.379 -2.837 -1.587  0.249
N: -1.005 -0.445 -0.792  -0.193
C: 1.019 -1.606 0.681  -0.233
H: 4.351 4.637 0.116  0.263
H: 0.392 2.168 -0.338  0.539
C: -2.694 -4.335 -2.168  0.323
H: -2.164 6.236 -2.501  0.258
N: 0.366 7.902 -1.593  -0.338
H: 2.278 -2.401 5.841  0.273
H: -1.418 -5.699 -3.119  0.271
H: -1.885 -2.212 -0.679  0.455
C: -6.658 -3.235 -0.613  -0.719
H: -0.316 -3.341 0.604  0.252
H: -0.933 -4.000 -3.263  0.253
O: 0.067 1.485 -0.965  -0.648
C: 0.064 0.257 -0.483  0.493
H: -2.297 -4.614 -4.206  0.276
C: 2.273 4.458 -0.089  0.400
O: 4.647 -0.396 1.287  -0.934
C: -0.560 7.225 -1.564  0.293
H: 2.346 1.412 -0.172  0.270
H: 3.594 5.793 -0.999  0.281
C: 1.167 -0.293 0.252  0.072
H: 4.657 -1.276 1.689  0.531
C: 2.947 -2.247 3.866  0.364
H: 2.023 -0.816 5.088  0.262
H: -6.488 -2.467 0.139  0.248
H: 3.649 -1.306 5.594  0.275
O: 4.091 -0.545 -1.047  -0.930
H: -6.012 -4.083 -0.393  0.259
B: 3.775 -0.204 0.255  1.217
H: 2.337 0.932 1.534  0.269
C: 2.708 -1.657 5.174  -0.732
H: 3.757 -1.386 -1.371  0.512
N: -3.389 -4.034 -1.303  -0.385
C: 3.480 5.267 -0.052  -0.734
H: -1.409 5.353 -1.168  0.253
H: 3.406 6.000 0.750  0.275
N: 1.294 3.862 -0.138  -0.453
N: -1.043 -1.705 -0.398  -0.233
C: -1.781 -4.682 -3.250  -0.730
N: 3.135 -2.734 2.842  -0.426
H: -2.468 6.729 -0.834  0.258
C: -1.714 6.339 -1.515  -0.724
H: 1.753 -2.135 1.284  0.279
N: -9.158 -3.963 -0.613  -0.314
C: 2.378 0.552 0.506  -0.842
C: -8.056 -3.640 -0.613  0.276
C: -0.124 -2.313 0.322  0.069

## Properties
net charge: +1
F_max: 0.52 eV Å⁻¹
total energy: -33171.948 eV
HOMO: -13.11 eV
frontier orbital gap: 8.790 eV
energy above the lowest of the compared OMol25 structures with the same formula, charge and spin: 0.0 kcal/mol
LUMO: -4.32 eV


Density functional theory data (ωB97M-V/def2-TZVPD) for a structure of composition C15H23Cl3I2NaO2S3.

Last column: natural (NBO) charge in e.
Geometry (Å):
H: -1.439 -0.915 -5.609  0.188
C: -0.914 -0.721 -4.669  -0.584
C: 0.898 0.559 -3.601  -0.294
C: 1.582 -3.690 0.170  0.739
H: 0.384 2.341 -5.606  0.209
H: -1.320 -3.376 1.827  0.257
S: -1.719 -1.862 0.036  0.218
H: -3.571 -0.694 1.005  0.205
C: -1.695 0.874 2.426  -0.558
I: 1.996 3.637 0.683  0.082
H: -1.345 2.803 1.554  0.233
Cl: 1.415 -5.415 -1.975  -0.011
H: 0.525 -2.106 2.363  0.276
H: -2.503 -2.156 2.252  0.201
H: -2.946 0.285 -1.818  0.231
I: 3.659 0.526 1.155  0.126
H: 0.695 -0.442 -6.866  0.184
O: 1.298 -2.477 0.140  -0.820
H: -1.804 1.357 3.401  0.212
C: -0.418 -1.612 2.598  -0.559
H: 4.164 2.601 -0.426  0.217
H: 1.634 -1.189 -5.554  0.215
H: -4.011 -1.412 -0.515  0.216
Cl: 3.895 -5.018 -0.514  -0.007
H: -0.624 -1.781 3.658  0.205
C: 2.403 -4.215 -1.083  -0.187
H: -3.003 2.277 1.469  0.207
C: 1.452 0.735 -2.515  -0.528
C: -3.216 -0.859 -0.009  -0.551
Na: 0.914 -0.707 -0.801  0.823
C: -1.529 -2.306 1.785  -0.539
H: 2.012 0.454 -6.082  0.208
C: -1.969 1.930 1.356  -0.564
H: 2.662 1.694 -0.959  0.300
C: 0.209 0.304 -4.881  -0.126
H: -1.108 2.025 -4.720  0.209
C: 1.200 -0.255 -5.912  -0.587
H: -2.451 0.096 2.393  0.205
H: -1.637 -0.348 -3.940  0.199
H: -3.987 1.040 -0.643  0.207
H: -0.512 -1.662 -4.289  0.217
C: -3.054 0.477 -0.747  -0.561
S: -1.647 1.527 -0.362  0.276
O: 1.313 -4.531 1.015  -0.690
Cl: 2.849 -2.907 -2.208  0.022
C: 3.233 2.135 -0.137  -0.739
S: -0.069 0.125 2.280  0.222
C: -0.399 1.601 -5.433  -0.586
H: -0.918 1.403 -6.377  0.185

## Properties
net charge: -1
F_max: 0.64 eV Å⁻¹
total energy: -110715.695 eV
HOMO: -5.30 eV
frontier orbital gap: 7.254 eV
energy above the lowest of the compared OMol25 structures with the same formula, charge and spin: 2.5 kcal/mol
LUMO: 1.95 eV


Density functional theory data (ωB97M-V/def2-TZVPD) for a structure of composition C15H23CrN9S2.

Last column: Löwdin spin population.
Geometry (Å):
N: -2.281 -5.199 -1.572  0.003
H: -0.645 5.775 -0.954  0.000
Cr: -0.297 0.441 -0.987  3.072
C: 2.941 -2.315 1.700  0.000
H: 3.831 3.485 -1.479  0.000
H: -5.230 -0.422 0.712  -0.001
C: -3.146 -0.275 0.107  -0.004
C: -0.047 -3.937 -1.441  0.012
N: -0.051 -1.408 -1.478  -0.001
H: -4.820 1.114 -0.053  0.000
N: -0.442 2.631 -0.899  0.002
C: -2.935 -1.783 0.110  0.001
H: -2.563 0.005 -1.965  -0.003
C: -1.273 -4.645 -1.530  0.002
H: -0.918 2.845 -0.024  0.003
H: -3.569 -2.263 0.856  0.000
S: 0.153 0.522 1.346  -0.012
H: 0.640 6.539 -0.007  0.000
C: 1.203 -4.546 -1.163  0.003
C: -2.327 0.428 -0.975  -0.126
N: 2.231 -4.970 -0.862  0.004
C: 1.930 2.627 -1.317  0.004
H: 1.548 -3.990 1.479  0.000
C: -4.632 0.039 -0.075  -0.008
H: 3.709 -2.350 2.471  0.000
C: -0.053 -2.577 -1.500  0.035
H: 2.802 1.075 1.175  0.000
C: 0.118 5.604 -0.193  0.000
H: 3.888 -0.040 0.313  0.000
H: 1.641 -3.353 3.136  0.000
N: 2.454 -0.936 1.536  -0.005
H: -2.835 0.120 1.081  -0.002
H: 4.092 0.232 2.060  0.000
H: -2.636 1.484 -1.010  -0.002
H: -1.021 2.969 -1.668  0.002
H: -0.372 5.292 0.731  0.000
C: 1.670 -3.092 2.078  0.000
N: 0.797 3.277 -0.926  0.001
H: -1.900 -2.052 0.326  0.000
H: -0.357 -2.243 1.926  0.000
N: 2.858 3.579 -1.236  0.002
N: 0.628 -2.106 1.776  -0.002
C: 1.106 4.598 -0.643  0.000
H: -3.181 -2.223 -0.859  0.000
N: 2.369 4.789 -0.828  0.000
C: 1.134 -0.903 1.542  0.000
C: 3.366 0.149 1.252  0.001
H: -4.992 -0.343 -1.033  0.000
H: 3.370 -2.663 0.758  0.000
S: 2.046 1.016 -1.794  0.019

## Properties
net charge: +1
F_max: 0.44 eV Å⁻¹
total energy: -79424.285 eV
HOMO (spin up / spin down): -10.96 / -11.08 eV
frontier orbital gap (spin up / spin down): 6.516 / 7.849 eV
spin multiplicity: 4
energy above the lowest of the compared OMol25 structures with the same formula, charge and spin: 0.0 kcal/mol
LUMO (spin up / spin down): -4.45 / -3.23 eV


Density functional theory data (ωB97M-V/def2-TZVPD) for a structure of composition C15H23HgN5O4S in a non-equilibrium geometry.

Last column: natural (NBO) charge in e.
Geometry (Å):
C: 4.585 -0.317 1.856  -0.204
O: 3.145 -1.134 4.048  -0.617
H: -1.666 6.605 -0.858  0.202
H: -1.730 -0.014 -3.899  0.174
C: -1.810 0.540 -2.954  -0.229
H: 5.092 -0.475 2.796  0.269
C: -1.218 1.937 -3.111  -0.621
C: -4.950 -0.066 -0.909  -0.685
Hg: -0.276 0.797 0.928  0.172
C: 6.862 0.060 0.651  0.768
N: -3.190 0.550 -2.513  -0.445
H: -4.980 -0.319 0.150  0.230
N: 2.518 -0.242 0.683  -0.399
H: -1.415 2.520 -2.214  0.216
C: -4.183 1.076 -3.418  -0.205
H: 1.433 4.824 -0.779  0.383
H: -0.724 7.386 0.433  0.188
N: -0.750 5.277 0.449  -0.615
H: -5.341 2.846 -3.851  0.203
H: 0.112 6.608 -0.920  0.203
H: -0.141 1.859 -3.229  0.216
C: -4.518 2.559 -3.198  -0.615
C: -3.509 -0.133 -1.376  0.470
S: 0.394 4.020 2.457  -0.228
C: 5.248 -0.038 0.683  -0.080
O: 7.381 0.125 1.752  -0.727
C: 3.197 -0.396 1.787  0.129
H: -5.568 -0.782 -1.454  0.222
C: 0.391 4.735 0.971  0.269
H: -3.802 0.947 -4.439  0.196
H: -4.815 2.750 -2.170  0.204
C: 4.531 0.123 -0.492  -0.233
H: -2.909 -1.257 0.080  0.349
H: -1.540 5.164 1.070  0.403
N: -2.601 -0.780 -0.759  -0.760
C: 2.408 -0.763 3.151  0.740
C: -0.754 6.539 -0.265  -0.410
H: -5.103 0.487 -3.336  0.196
C: 3.150 0.001 -0.451  0.004
H: -1.622 2.460 -3.980  0.187
H: 5.048 0.326 -1.416  0.242
H: -1.263 -0.003 -2.182  0.266
H: 2.322 4.347 0.592  0.421
H: -5.366 0.929 -1.043  0.215
H: -3.663 3.190 -3.420  0.211
N: 1.526 4.850 0.227  -0.813
H: 2.539 0.068 -1.344  0.182
O: 1.198 -0.624 3.059  -0.499
O: 7.293 0.050 -0.495  -0.745

## Properties
net charge: -1
F_max: 1.86 eV Å⁻¹
total energy: -46579.274 eV
HOMO (spin up / spin down): -5.09 / -4.90 eV
frontier orbital gap (spin up / spin down): 7.074 / 4.383 eV
spin multiplicity: 2
energy above the lowest of the compared OMol25 structures with the same formula, charge and spin: 31.9 kcal/mol
LUMO (spin up / spin down): 1.98 / -0.52 eV


Density functional theory data (ωB97M-V/def2-TZVPD) for a cluster of 3 separate species, C15H23N3O2Si in total in a non-equilibrium geometry.

Last column: natural (NBO) charge in e.
Geometry (Å):
H: 0.802 0.636 2.493  0.234
C: 0.517 -2.728 -4.185  -0.264
H: -0.115 -2.176 -0.456  0.219
C: -3.688 3.624 -0.020  -0.264
C: -2.536 1.998 1.842  0.027
H: 2.408 -2.588 -0.386  0.202
H: 1.507 -3.616 0.925  0.217
C: -2.986 4.195 1.036  -0.165
H: -0.250 -1.583 1.328  0.210
O: 1.113 2.939 3.680  -0.329
N: 0.633 -0.332 -3.910  -0.422
H: 3.172 -1.426 4.453  -0.173
H: -4.157 4.240 -0.779  0.220
Si: 2.154 -1.325 3.409  1.108
H: 1.971 -1.632 -3.030  0.196
H: -1.981 -1.184 -5.886  0.222
H: -0.808 0.779 -4.881  0.196
H: 0.966 -2.095 3.826  -0.166
H: 2.703 1.076 2.768  0.229
C: -2.398 3.369 1.988  -0.260
C: 2.911 -1.895 1.732  -0.877
H: 0.937 -0.084 -1.372  0.243
H: 3.672 -2.776 1.994  0.248
C: 1.095 -1.579 -3.670  0.028
N: 1.459 2.382 4.710  0.387
C: 0.811 -0.107 -0.199  -0.661
C: -3.775 2.242 -0.080  0.029
H: 1.702 0.433 0.355  0.201
C: 1.726 0.581 3.237  -0.558
H: -1.845 3.783 2.824  0.228
H: -1.088 -3.471 -5.416  0.218
C: 0.500 -1.618 0.401  -0.432
N: -3.213 1.415 0.829  -0.418
H: 0.932 -3.704 -3.961  0.222
C: -1.107 -1.323 -5.259  -0.262
O: 1.423 1.042 4.601  -0.368
C: -0.458 -0.233 -4.701  0.034
H: 3.527 -1.016 1.265  0.242
H: -0.164 0.540 0.034  0.225
C: -0.606 -2.593 -4.994  -0.163
H: -4.314 1.749 -0.883  0.193
H: -2.092 1.311 2.557  0.193
C: 1.840 -2.525 0.662  -0.407
H: -2.898 5.274 1.117  0.217

## Properties
F_max: 3.55 eV Å⁻¹
SMILES: CCCC[SiH2]CON=O.c1ccncc1.c1ccncc1
total energy: -32365.218 eV
HOMO: -9.72 eV
frontier orbital gap: 9.881 eV
LUMO: 0.16 eV


Question: Number 6 is which compound?
Answer: C15H23N3O2Si


Question: Among the records above, which one has the highest total energy?
Answer: C15H23N3O2Si


Question: Among the records above, which one has the lowest total energy?
Answer: C15H23Cl3I2NaO2S3